Entry from OMol25: C26H48AuCl2N2O3P as an isolated structure in a non-equilibrium geometry (ωB97M-V/def2-TZVPD).

As for the spin multiplicity: 3. As for the charge: 0. Its LUMO energy (spin up / spin down) is 0.366 / -2.319 eV. As for the expectation value of S²: 2.012. The HOMO energy (spin up / spin down) comes out at -6.2 / -8.1 eV. As for the largest force on an atom: 2.02 eV Å⁻¹. For the energy relative to the best compared isomer or geometry (same formula, charge and spin), the calculation gives 7.8 kcal per mole.

Each line ends with the Mulliken spin population.
Atoms and positions in Å:
O -0.41150 3.05135 -3.43566  0.007
C -0.24553 3.50160 -4.55259  0.003
C -1.30595 4.01367 -5.46973  0.000
C -2.60307 4.24660 -4.99375  0.000
H -2.79959 4.15490 -3.92535  0.000
C -3.61852 4.57343 -5.88951  0.000
H -4.63192 4.73045 -5.51451  0.000
C -3.34721 4.68968 -7.26189  0.000
H -4.15477 4.91479 -7.96386  0.000
C -2.02976 4.52446 -7.72927  0.000
H -1.80555 4.64074 -8.79227  0.000
C -1.01470 4.20014 -6.82657  0.000
H 0.01756 4.07446 -7.15400  0.000
H 0.78006 3.55828 -4.98927  0.000
C -0.16184 -1.80991 -2.70811  0.007
C 0.54816 -1.96127 -1.39646  0.550
H -0.14552 -2.72702 -3.30587  0.018
H 0.30785 -0.99859 -3.28456  0.007
H -1.19962 -1.51717 -2.51305  0.002
C 1.55562 -2.81271 -1.17066  -0.027
C 1.73909 -4.09093 -1.96455  0.055
H 2.29748 -2.61914 -0.40269  0.023
H 1.31362 -4.01316 -2.97342  -0.004
H 1.23498 -4.94188 -1.48309  -0.004
H 2.79511 -4.35561 -2.07620  0.004
Au -0.36136 -0.60015 -0.05395  0.468
Cl -2.60443 -0.08915 0.84484  0.294
Cl 0.27985 1.13026 -1.51069  0.206
H -1.87829 4.69898 -0.18738  0.000
H -3.85275 3.94951 1.23587  0.001
C -1.53240 3.65695 -0.13605  0.002
C -3.36942 2.97739 1.36094  0.008
N -1.93626 3.09354 1.13192  -0.002
H -0.44576 3.61028 -0.23377  0.000
C -1.03770 2.51991 1.96718  0.000
O 0.19112 2.51592 1.85385  0.004
H -3.53638 2.61819 2.37920  -0.001
H -1.53553 2.01581 2.82036  -0.001
H -1.98950 3.11633 -0.97831  -0.001
H -3.82769 2.27661 0.65536  -0.005
H 5.73518 0.23620 1.80544  0.000
H 5.42449 2.74476 1.19400  0.000
C 5.30104 0.00641 0.82046  0.000
C 4.97071 2.40680 0.24888  0.000
N 4.40130 1.07763 0.40511  0.002
H 4.76369 -0.94987 0.85379  0.000
C 3.08978 0.83304 0.21074  0.001
O 2.57872 -0.27845 0.39158  -0.002
H 4.15773 3.08296 -0.05202  0.000
H 2.50106 1.70266 -0.13075  0.003
H 6.15106 -0.05916 0.12632  0.000
H 5.76887 2.40040 -0.50983  0.000
C 1.93232 -0.87039 3.25879  0.025
C 1.42695 -2.10962 2.49264  0.052
C 1.79899 -3.39989 3.21990  0.023
P -0.35081 -1.91543 1.95361  0.195
C -1.27749 -3.40842 1.29220  0.057
C -0.69178 -4.76110 1.67827  0.011
C -2.78850 -3.36679 1.56834  0.003
C -1.27697 -1.49621 3.52595  0.014
C -1.31798 -2.64706 4.54528  0.011
C -0.87291 -0.21374 4.26370  0.029
H 1.62976 -0.86821 4.31962  0.001
H 1.62355 0.07149 2.78391  -0.005
H 3.03245 -0.88984 3.24352  0.001
H 1.97248 -2.14204 1.53745  -0.018
H 1.13009 -3.63575 4.06070  -0.002
H 1.84159 -4.24857 2.52230  0.000
H 2.81495 -3.27694 3.62603  -0.001
H -1.15496 -3.32227 0.20077  -0.005
H -0.64557 -4.90629 2.76845  0.000
H -1.36552 -5.53635 1.27664  -0.002
H 0.30221 -4.91487 1.23073  0.002
H -3.21305 -2.39480 1.28121  0.001
H -3.25854 -4.14913 0.95675  0.000
H -3.04779 -3.57328 2.61783  0.001
H -2.29224 -1.33730 3.12622  -0.002
H -0.40208 -2.69261 5.15966  -0.001
H -2.14963 -2.42516 5.23166  0.003
H -1.52595 -3.63606 4.11673  -0.002
H -1.78750 0.31388 4.55828  0.002
H -0.32937 -0.43951 5.19369  -0.001
H -0.27830 0.47128 3.65293  -0.011

Atoms 1-2, force components in eV/Å:
O -0.20 0.91 -1.36
C 0.25 -0.07 0.57